1.
41
Properties=species:S:1:pos:R:3 method="wB97M-V/def2-TZVPD" homo_lumo_gap_ev=8.024 lumo_ev=2.33 e_homo_ha=-0.2092 total_charge=-1
C -1.03097 1.73190 -4.01152
C -0.90154 3.11856 -3.12071
C -0.47196 2.79756 -1.53988
O 0.77599 3.10989 -1.16317
O -1.45270 2.23031 -0.59788
C -1.02883 0.92166 -0.07253
C -0.33798 1.12657 1.39977
S 1.11278 -0.04045 1.74378
O 0.98014 -0.41598 3.27142
O 1.03526 -1.38475 0.97718
N 2.62913 0.81168 1.59322
S 3.26674 0.76400 -0.03056
O 2.23546 0.43901 -1.13650
O 3.80100 2.21337 -0.34286
B 4.79474 -0.34941 -0.02940
C 5.31970 -1.26258 -1.29858
O 5.59088 -0.34557 1.24856
H -1.13553 0.85066 -3.24660
H -1.97096 1.71187 -4.71345
H -0.07557 1.62691 -4.71656
H -1.91728 3.73091 -3.11524
H -0.02415 3.77862 -3.57956
H -0.37805 0.28075 -0.80660
H -2.03276 0.30432 0.11564
H 0.05502 2.23370 1.56922
H -1.19424 0.96322 2.21465
H 6.36101 -0.88605 -1.71101
H 4.57571 -1.20774 -2.22252
H 5.47661 -2.40145 -0.98685
H 5.94738 0.60331 1.37673
C -4.05270 -2.22685 3.12286
C -2.89092 -3.09834 2.65331
O -3.16037 -3.37129 1.28011
S -3.94235 -2.09604 0.62996
O -2.96999 -1.26921 -0.04975
O -5.14898 -2.57454 -0.00365
O -4.34646 -1.36089 2.02787
H -4.94202 -2.83193 3.32667
H -3.79846 -1.64412 4.01228
H -2.81056 -4.02745 3.22259
H -1.94223 -2.55414 2.70958

***

2.
34
Properties=species:S:1:pos:R:3 method="wB97M-V/def2-TZVPD" homo_lumo_gap_ev=6.413 lumo_ev=2.43 e_homo_ha=-0.1463 total_charge=-1
O -1.34280 1.76983 3.74097
P -2.36170 0.72680 2.79016
Br -4.55274 1.41900 3.08538
C -2.08184 0.91534 0.90984
C -0.92597 -0.00733 0.16060
O -0.53001 0.88221 -0.98186
P -1.37011 2.44692 -1.00842
O -1.81892 2.36002 0.69673
H -0.46983 1.34336 3.98472
H -3.07843 0.46101 0.46690
H -0.15245 -0.15583 1.03413
H -1.37151 -1.03566 -0.22541
H -1.14848 2.62002 -2.44606
H -0.05108 2.99704 -0.82176
H -1.75673 3.86059 -1.09022
H -2.69215 1.91924 -1.23825
C 2.31233 -1.27702 -1.68835
C 2.12708 -1.84915 -0.29236
N 1.97336 -2.32375 0.86573
H 3.29079 -0.79525 -1.76695
H 2.24882 -2.07732 -2.43071
H 1.53362 -0.53748 -1.89454
C -2.67611 -3.96302 3.98110
C -2.41541 -2.93853 2.88890
N -2.19919 -2.08861 1.98284
H -2.51509 -4.97208 3.59182
H -1.99741 -3.79303 4.82140
H -3.70771 -3.87772 4.33373
C 4.83007 1.80797 -3.81936
C 4.23273 0.43369 -4.07427
N 3.73717 -0.70637 -4.28578
H 4.44520 2.21324 -2.87953
H 5.91926 1.73518 -3.75623
H 4.56525 2.48669 -4.63486

***

3.
28
Properties=species:S:1:pos:R:3 method="wB97M-V/def2-TZVPD" homo_lumo_gap_ev=9.519 lumo_ev=0.90 e_homo_ha=-0.3168
C -0.89944 -0.45630 -3.44770
N 0.02697 -0.66239 -2.40128
Cl 1.57466 -0.15914 -2.99867
N -0.48025 0.21066 -1.23749
C -0.53921 1.66226 -1.52483
C -0.00259 -0.37692 0.03232
C 1.32197 0.27337 0.57310
C 1.67979 -0.24432 1.98820
C 0.52658 -0.18965 2.95458
C -0.70241 -0.99093 2.36739
C -1.06888 -0.21058 1.06752
H -0.63408 0.36660 -4.29702
H -0.86944 -1.51226 -4.05114
H -1.85141 -0.37872 -3.11440
H 0.40227 2.07398 -1.55001
H -1.04981 1.56120 -2.55370
H -1.10743 2.25213 -0.74071
H 0.06819 -1.38653 -0.13396
H 1.19942 1.28136 0.78950
H 2.01790 0.19712 -0.23068
H 2.44216 0.42177 2.24155
H 1.95919 -1.34183 1.78154
H 0.73448 -0.54039 3.86610
H 0.31794 0.80485 3.19955
H -0.28266 -2.02553 2.36378
H -1.44187 -0.88644 3.04475
H -2.12642 -0.65768 0.89770
H -1.21561 0.91430 1.11401

***

4.
33
Properties=species:S:1:pos:R:3 method="wB97M-V/def2-TZVPD" homo_lumo_gap_ev=10.344 lumo_ev=0.26 e_homo_ha=-0.3707
O -1.67285 -2.09589 1.38423
C -1.72466 -1.10587 0.84705
O -2.53295 -0.07764 1.10668
C -1.78434 1.11373 0.85008
C -0.84516 0.64850 -0.24267
Cl -1.41207 1.06730 -1.89267
C 0.62506 1.02635 -0.04794
O 1.26500 0.91314 -1.27371
O 2.63214 0.74326 -1.02456
O -0.91386 -0.77443 -0.20581
H -2.37661 1.89216 0.42144
H -1.30086 1.39275 1.76658
H 1.04897 0.36714 0.68572
H 0.64731 2.04328 0.35050
H 2.99785 1.60547 -1.25217
C 6.65556 1.34125 -2.59440
C 6.34325 -0.13537 -2.76048
O 5.75558 -0.67997 -1.58378
H 7.32976 1.49433 -1.75141
H 7.11912 1.74973 -3.49370
H 5.74322 1.90787 -2.38858
H 7.25603 -0.69827 -2.94744
H 5.66542 -0.29058 -3.60678
H 4.93886 -0.19938 -1.41570
C -5.89005 -2.34037 2.11720
C -6.00845 -0.85525 2.40782
O -4.93806 -0.40007 3.22894
H -5.88242 -2.90912 3.04724
H -6.72019 -2.68756 1.49954
H -4.95488 -2.55795 1.59581
H -6.93192 -0.64326 2.94456
H -6.01537 -0.28174 1.47387
H -4.11844 -0.57355 2.75453

***

5.
32
Properties=species:S:1:pos:R:3 method="wB97M-V/def2-TZVPD" homo_lumo_gap_ev=4.770 lumo_ev=-10.49 e_homo_ha=-0.5609 total_charge=+2
C 0.64120 2.90355 2.86457
O 0.93588 2.64518 1.48402
C 0.54184 1.38596 1.06902
C 0.31419 1.41485 -0.45404
C 0.93424 0.22408 -1.19061
C 0.11429 -1.01628 -1.27537
C -1.17082 -1.02609 -0.60072
C -2.35451 -0.33834 -1.39487
C -3.30170 0.29984 -0.41668
F -2.97542 -1.27771 -2.13764
P 1.10040 -2.43889 -0.59352
O 2.52388 -2.42191 -1.49764
O 1.42738 -2.10495 0.92930
S 0.24924 -4.12992 -0.81638
H -0.19617 3.58919 2.89259
H 1.50275 3.31686 3.36622
H 0.34391 2.00684 3.40066
H 1.24483 0.58743 1.32585
H -0.42097 1.14057 1.52571
H -0.71730 1.60173 -0.70574
H 0.85201 2.29226 -0.79902
H 1.13392 0.55618 -2.22617
H 1.91101 -0.04644 -0.79704
H -1.10978 -0.64083 0.41879
H -1.47728 -2.06839 -0.51630
H -1.91520 0.42038 -2.03706
H -3.89812 -0.44634 0.09589
H -2.77485 0.90057 0.31717
H -3.99636 0.95823 -0.92111
H 3.26966 -2.59611 -0.90161
H 2.20852 -2.60155 1.23304
In 5.05931 -3.08996 -1.64131

***

6.
28
Properties=species:S:1:pos:R:3 method="wB97M-V/def2-TZVPD" relative_energy_kcal_mol=4.8 s_squared=8.87 spin_multiplicity=6 homo_lumo_gap_ev="3.383 / 5.087" lumo_ev="3.38 / 3.33" e_homo_ha="-0.0003 / -0.0647" total_charge=-1
C -1.13594 0.17708 -1.44060
C -1.01451 1.08609 -2.55541
C -1.05921 2.43433 -2.09662
C -1.25007 2.40202 -0.68098
C -1.18326 1.02423 -0.22510
Mn 0.51713 -0.59496 0.28119
P 0.96050 -2.85916 -0.10513
H -1.48826 -0.86220 -1.49579
H -0.99658 0.80809 -3.60822
H -1.00812 3.32624 -2.70141
H -1.50712 0.65287 0.76105
H -1.44540 3.29301 -0.09306
H 2.33796 -3.26364 -0.17907
H 0.41824 -3.50193 -1.26746
H 0.45653 -3.69950 0.94911
C 3.35700 1.40264 1.22372
P 1.68485 0.81007 1.74216
C 2.03487 -0.40107 3.08291
C 0.92027 2.29229 2.50993
H 3.88229 0.55944 0.73225
H 3.99050 1.78700 2.04973
H 3.22674 2.20337 0.46691
H 2.81539 -0.07704 3.78575
H 1.11471 -0.61173 3.64859
H 2.36118 -1.34357 2.61435
H 1.49521 2.74258 3.33739
H 0.77060 3.05967 1.73410
H -0.07920 2.03200 2.89292

***

7.
26
Properties=species:S:1:pos:R:3 method="wB97M-V/def2-TZVPD" relative_energy_kcal_mol=3.5 homo_lumo_gap_ev=10.160 lumo_ev=1.13 e_homo_ha=-0.3319
C -1.95558 1.42800 -0.24873
C -0.74663 0.56030 -0.62373
C -0.54063 -0.50201 0.43405
C -1.30927 -1.79998 0.40282
C 0.16621 -1.79436 0.10539
C 1.15335 -2.34747 1.07715
C 0.51981 1.43915 -0.85217
C 1.11080 2.03490 0.42786
N 1.58439 0.69555 -1.54098
H -2.07823 2.25936 -0.95068
H -2.87510 0.83261 -0.27400
H -1.86455 1.84050 0.76144
H -0.99495 0.07491 -1.57844
H -0.39534 -0.06881 1.42035
H -1.64389 -2.21672 1.34702
H -1.99068 -1.98280 -0.42135
H 0.44834 -2.01053 -0.91969
H 1.04816 -1.89870 2.07073
H 2.17137 -2.14836 0.72738
H 1.03022 -3.42968 1.17436
H 0.24286 2.26995 -1.51251
H 1.92562 2.72826 0.19016
H 1.52512 1.26260 1.08617
H 0.35945 2.59396 0.99303
H 1.19484 0.23362 -2.36192
H 1.91430 -0.05424 -0.93371

***

8.
29
Properties=species:S:1:pos:R:3 method="wB97M-V/def2-TZVPD" relative_energy_kcal_mol=124.1 homo_lumo_gap_ev=7.794 lumo_ev=-4.05 e_homo_ha=-0.4352 total_charge=+1
C -1.70855 -1.35925 -1.29716
C -0.27880 0.07055 -1.17042
C 0.24700 -0.72376 1.92390
C -0.67183 -0.94150 -0.25858
C 1.48324 -1.56684 2.24439
C -1.34673 -2.72357 -1.83372
C 1.15930 0.30369 -1.86289
C 0.48324 0.82856 1.63481
N 2.22003 -1.23652 3.27255
N -0.60662 2.97056 -0.90279
O -1.25420 -0.23000 -2.12714
O -0.56570 -1.38231 0.91524
H -2.78407 -1.29455 -1.06550
H -0.35203 1.17512 -0.75486
H -0.38269 -0.90284 2.84208
H -1.65186 -2.70638 -2.82690
H -1.86027 -3.41410 -1.34099
H -0.21257 -2.95151 -1.93399
H 1.95943 0.74971 -1.21779
H 0.89631 0.87923 -2.75341
H 1.35132 -0.56540 -2.40430
H 1.30362 0.90956 0.93986
H 0.88555 1.15943 2.57086
H -0.48712 1.30342 1.39395
H 3.17610 -1.74101 3.35827
H 2.06105 -0.51650 3.92894
H 0.33106 3.30855 -0.97274
H -1.16758 3.54899 -0.25729
H -1.13711 3.07815 -1.77870

***

9.
29
Properties=species:S:1:pos:R:3 method="wB97M-V/def2-TZVPD" s_squared=2.01 spin_multiplicity=3 homo_lumo_gap_ev="8.109 / 5.706" lumo_ev="-2.59 / -7.69" e_homo_ha="-0.3930 / -0.4923" total_charge=+1
C -1.51543 -1.44311 -0.17838
C -1.71974 0.05294 -0.13174
C 0.70199 -0.72790 -0.84827
C 2.15438 -1.16199 -0.52500
C 0.44665 -0.36793 -2.35427
C 1.13932 2.44129 0.96908
C -2.55788 -0.52305 2.51803
C 0.91566 1.66686 -0.31307
N -0.26874 -1.77105 -0.54405
N 0.36929 0.36767 -0.00039
O -2.40175 -2.16631 0.05804
S -2.70348 0.65833 1.14371
H -1.81607 0.52699 -1.05215
H 2.19256 -1.85184 0.35219
H 2.74641 -0.38763 -0.35985
H 2.57655 -1.74285 -1.34826
H -0.57031 0.14140 -2.34067
H 0.73114 -1.20069 -2.98636
H 1.02545 0.45875 -2.71123
H 1.70300 3.24457 0.77105
H 0.14403 2.89249 1.40840
H 1.62410 1.93411 1.74010
H -2.38693 -1.59613 2.18827
H -3.59241 -0.58622 2.84187
H -1.70871 -0.15161 3.03963
H 1.83643 1.63937 -0.92551
H 0.23294 2.28452 -0.96650
H -0.02399 -2.72461 -0.40580
H 0.72554 0.09364 0.96113

***

no.,E (Eh)
1,-2416.6749
2,-3961.5650
3,-884.5464
4,-1301.7620
5,-1569.5431
6,-2148.5664
7,-369.7485
8,-574.5753
9,-897.5322